Entry 1:
This record from the OMol25 dataset describes a 5-piece molecular cluster, C40H54N8O4 overall at a distorted geometry. The level of theory is ωB97M-V/def2-TZVPD.

Energy relative to the best compared isomer or geometry (same formula, charge and spin) ... 7.30 kJ/mol
E_HOMO ... -17.7 eV
Calculated total energy ... -2293.15814 Eh

```
! wB97M-V def2-TZVPD RIJCOSX def2/J DEFGRID3
* xyz 6 1
N 0.68472 0.70802 -0.47874
O -0.39931 1.12849 0.01809
O 1.76374 1.31399 -0.34962
O 0.66216 -0.30289 -1.12205
C -5.61101 -0.29807 2.60095
C -4.42224 -0.41780 3.61911
C -3.89682 -1.85717 3.42146
O -3.37909 -2.16638 2.10547
C -2.39779 -3.23434 2.24036
N -3.31242 0.68680 3.36025
H -2.73233 0.95130 4.14360
H -2.73057 0.57279 2.54260
H -3.87156 1.47538 3.06766
H -5.93769 0.73621 2.70885
H -6.39646 -0.99393 2.89581
H -5.33012 -0.39050 1.55183
H -4.73645 -0.11417 4.61770
H -4.73501 -2.54049 3.55784
H -3.12922 -1.94697 4.19011
H -1.47934 -2.92785 2.74098
H -2.26434 -3.58348 1.21645
H -2.86074 -4.12536 2.66445
C -5.22933 -8.49449 -2.87690
N -5.21749 -7.08838 -3.18425
C -5.05055 -6.78643 -4.48918
C -4.92276 -5.47757 -4.79494
C -4.81213 -4.41620 -3.84861
C -5.16721 -4.78055 -2.58594
C -5.41704 -6.12927 -2.25547
C -4.57378 -2.99907 -4.23558
C -3.57533 -2.21874 -3.54954
C -3.26758 -0.93324 -3.98978
N -4.03886 -0.43456 -5.03258
C -5.09633 -1.12028 -5.61328
C -5.36923 -2.41310 -5.19244
C -3.71025 1.04807 -5.44224
H -4.91772 -8.68452 -1.84982
H -4.47569 -9.02813 -3.45599
H -6.23878 -8.86006 -3.06524
H -4.99144 -7.61196 -5.18302
H -4.73187 -5.33377 -5.84816
H -5.13558 -4.05025 -1.79092
H -5.50908 -6.42249 -1.22012
H -3.03062 -2.63657 -2.71581
H -2.67804 -0.15613 -3.52615
H -5.73469 -0.53983 -6.26287
H -6.21955 -2.93636 -5.60423
H -2.78689 1.05507 -6.02143
H -3.82041 1.58944 -4.50262
H -4.41373 1.38484 -6.20369
C 6.60403 -0.33293 -0.94787
N 6.17885 -1.30402 0.00643
C 6.81120 -1.37700 1.20781
C 6.37817 -2.09241 2.26710
C 5.24035 -2.89691 2.08715
C 4.55857 -2.89911 0.86027
C 5.02962 -2.08120 -0.20639
C 4.79805 -3.76778 3.17580
C 4.20423 -5.03272 2.85840
C 3.79654 -5.86181 3.94572
N 3.83688 -5.45036 5.24472
C 4.32426 -4.24004 5.61762
C 4.80630 -3.45536 4.57494
C 3.11906 -6.21605 6.27208
H 7.14923 0.46685 -0.44667
H 5.68489 0.04699 -1.39391
H 7.11059 -0.89982 -1.72898
H 7.73768 -0.82443 1.25975
H 6.88945 -1.93385 3.20510
H 3.65175 -3.47596 0.75390
H 4.37297 -1.95287 -1.05417
H 4.05687 -5.42357 1.86245
H 3.38341 -6.85247 3.82613
H 4.21568 -3.86471 6.62447
H 5.16836 -2.47199 4.83626
H 2.64091 -5.51413 6.95529
H 3.94162 -6.80554 6.67704
H 2.31372 -6.78528 5.80786
C 2.04691 9.96894 -4.81217
N 2.02328 9.08666 -3.60192
C 0.86831 8.98598 -2.84511
C 0.87163 8.45950 -1.55770
C 1.96945 7.84450 -1.07458
C 3.17415 7.94685 -1.84723
C 3.14468 8.55660 -3.14472
C 1.99798 7.29533 0.24553
C 2.71168 7.99259 1.24944
C 2.77601 7.42411 2.53051
N 2.21562 6.17177 2.76019
C 1.50143 5.49630 1.81060
C 1.36914 6.07495 0.56167
C 2.29476 5.62520 4.10857
H 1.08347 9.78571 -5.28791
H 2.77097 9.84062 -5.61677
H 2.15703 11.01214 -4.51604
H -0.01251 9.53324 -3.14686
H -0.06103 8.38763 -1.01790
H 4.15764 7.60451 -1.56098
H 3.98408 8.77085 -3.78964
H 3.28079 8.88987 1.05608
H 3.30778 7.93737 3.31804
H 1.14977 4.49962 2.03275
H 0.90129 5.52649 -0.24250
H 1.30052 5.70140 4.54877
H 3.09224 6.10977 4.67189
H 2.56379 4.57069 4.04749
*
```

Mulliken population analysis, charges in e, atoms 1 to 99: 0.99 -0.69 -0.67 -0.62 -1.32 0.09 -0.75 -0.22 -0.78 -0.29 0.36 0.28 0.36 0.46 0.40 0.35 0.35 0.42 0.40 0.31 0.21 0.37 -0.97 0.07 -0.28 -0.71 0.76 -0.69 -0.21 0.84 -0.86 -0.42 0.02 -0.20 -0.63 -0.90 0.35 0.39 0.36 0.50 0.46 0.55 0.38 0.59 0.56 0.42 0.54 0.34 0.40 0.34 -0.89 0.12 -0.30 -0.66 1.00 -0.71 -0.33 0.94 -0.80 -0.22 0.05 -0.26 -0.69 -0.93 0.38 0.33 0.35 0.46 0.42 0.47 0.44 0.48 0.46 0.43 0.39 0.34 0.36 0.38 -0.88 -0.01 -0.31 -0.51 0.68 -0.75 -0.22 0.74 -0.66 -0.19 0.10 -0.50 -0.54 -0.93 0.35 0.37 0.38 0.44 0.46 0.47 0.45

---

Entry 2:
This record from the OMol25 dataset describes C40H56BFN7OS3SbSe4Ti as an isolated structure at a distorted geometry. The level of theory is ωB97M-V/def2-TZVPD.

Energy relative to the best compared isomer or geometry (same formula, charge and spin) ... 196.86 kJ/mol
E_HOMO (alpha / beta) ... -1.5 / -1.6 eV
Calculated total energy ... -14031.30015 Eh
Expectation value of S² ... 2.04

```
! wB97M-V def2-TZVPD RIJCOSX def2/J DEFGRID3
* xyz -2 3
Ti 0.64121 0.61349 -2.30873
C 4.50237 -0.62203 1.49532
C 3.19311 -1.27025 1.79714
C 3.02990 -2.29693 2.65864
C 1.74473 -2.88149 2.87455
N 0.71583 -2.53119 2.16801
N 0.87824 -1.53573 1.29506
B -0.25228 -1.20103 0.33291
N -0.61589 -2.24421 -0.64341
N -1.70159 -2.91519 -0.09764
C -2.13625 -3.98242 -0.73547
C -1.56003 -4.44507 -1.91290
C -0.47109 -3.72270 -2.47890
C 0.12728 -4.14311 -3.79162
C -0.00845 -2.61970 -1.82634
S 1.30768 -1.61148 -2.43838
C -3.30450 -4.67890 -0.03326
C -4.39595 -3.64992 0.27569
C -2.77957 -5.26016 1.28619
C -3.89457 -5.80093 -0.88678
N -1.14437 -0.14163 0.68135
N -1.00126 0.29121 1.98495
C -1.88936 1.11525 2.45174
C -2.95007 1.62277 1.67274
C -2.99267 1.31676 0.30746
C -4.00350 1.96860 -0.58804
C -2.05079 0.45164 -0.21671
S -1.87783 0.14955 -1.91914
C -1.72604 1.50979 3.91759
C -1.56411 3.03198 4.02179
C -0.49801 0.83992 4.53349
C -2.97395 1.06718 4.69264
C 2.00461 -0.80087 1.13653
S 1.95210 0.55030 0.14458
C 1.52484 -3.90859 3.97653
C 1.73308 -3.20050 5.32361
C 2.52704 -5.06179 3.84061
C 0.10623 -4.47091 3.92146
H 5.32678 -1.17674 1.94515
H 4.52105 0.40849 1.85688
H 4.66827 -0.54471 0.41739
H 3.89394 -2.68133 3.18869
H -1.93673 -5.31883 -2.42419
H -0.38237 -5.03010 -4.17308
H 1.19150 -4.36620 -3.69503
H 0.04526 -3.34674 -4.53366
H -3.97845 -2.81343 0.83504
H -5.19154 -4.11482 0.86764
H -4.83166 -3.25849 -0.64700
H -2.34912 -4.46285 1.89364
H -2.00153 -6.00538 1.09720
H -3.59177 -5.73779 1.84490
H -4.24104 -5.41907 -1.84919
H -4.74820 -6.24525 -0.36730
H -3.16149 -6.58917 -1.07028
H -3.67777 2.30412 2.09474
H -4.55987 2.73137 -0.03919
H -4.71110 1.23537 -0.98059
H -3.51538 2.42672 -1.44900
H -0.66102 3.35444 3.49760
H -1.47894 3.33091 5.07105
H -2.41568 3.55765 3.58471
H 0.41033 1.11831 3.99608
H -0.58117 -0.24742 4.48747
H -0.40099 1.14855 5.57918
H -3.87802 1.53519 4.29820
H -2.87693 1.34187 5.74722
H -3.09737 -0.01612 4.62652
H 2.74693 -2.80188 5.41052
H 1.56715 -3.89910 6.14827
H 1.03306 -2.36842 5.42918
H 3.55984 -4.71810 3.92356
H 2.41190 -5.55906 2.87513
H 2.35349 -5.79704 4.63030
H -0.63497 -3.67425 3.99063
H -0.04125 -5.16925 4.74985
H -0.06967 -4.99518 2.98056
O 0.35290 2.41439 -1.57602
C 0.76894 3.46027 -1.00943
C -0.08156 4.04390 0.08231
C -0.80449 5.30678 -0.41470
C 0.06335 6.56388 -0.33000
C 1.35108 6.51029 -1.15397
C 2.29262 5.36200 -0.79594
N 1.86179 4.08742 -1.35876
H 0.55059 4.29059 0.93939
H -0.79071 3.27558 0.38409
H -1.70669 5.45376 0.18256
H -1.13224 5.14923 -1.44674
H 0.31964 6.74010 0.72196
H -0.53143 7.41998 -0.66294
H 1.89729 7.44703 -1.01248
H 1.11567 6.43442 -2.21983
H 2.39484 5.26840 0.28943
H 3.27762 5.53141 -1.22659
H 2.45513 3.70783 -2.10861
F 2.90994 4.24452 -7.91823
C 2.24084 3.46317 -7.02804
C 2.12808 2.11578 -7.27185
C 1.39435 1.33537 -6.38713
C 0.76861 1.88911 -5.27450
C 0.01534 1.05301 -4.30243
C 0.93409 3.25769 -5.05684
C 1.67446 4.05107 -5.91786
H 2.64023 1.68067 -8.11976
H 1.32257 0.26762 -6.55679
H -0.17413 0.05568 -4.70437
H -0.94886 1.52459 -4.08514
H 0.48086 3.70140 -4.17581
H 1.85092 5.09964 -5.72040
Se 6.49956 1.32123 -1.85430
Sb 4.89471 2.01561 -3.56435
Se 2.69639 0.98974 -2.88440
Se 5.54884 1.34682 -5.80864
Se 4.55728 4.45204 -3.40484
*
```

Mulliken population analysis, charges in e, atoms 1 to 99: 0.86 -1.56 0.09 -0.66 0.16 -0.97 0.83 -1.18 0.66 -0.33 -0.47 -0.59 0.83 -1.82 0.59 -0.96 2.64 -1.63 -1.59 -2.34 0.86 -0.47 -0.01 -0.41 0.23 -2.04 0.93 -0.64 2.43 -1.82 -2.01 -1.84 0.57 -0.45 2.37 -1.59 -1.81 -1.95 0.38 0.30 0.31 0.35 0.36 0.37 0.31 0.27 0.20 0.42 0.38 0.20 0.37 0.44 0.47 0.43 0.38 0.30 0.39 0.31 0.38 0.27 0.49 0.33 0.28 0.32 0.50 0.31 0.48 0.34 0.36 0.45 0.20 0.31 0.37 0.47 0.22 0.53 0.37 1.06 -0.33 0.82 -0.76 -0.76 -0.64 -0.70 0.62 0.63 -1.16 0.48 0.29 0.28 0.41 0.43 0.26 0.26 0.29 -0.52 -0.38 0.72 -0.84